Here is C22H46N8O2OsPS2 as an isolated structure in a non-equilibrium geometry from OMol25. Energies are from ωB97M-V with the def2-TZVPD basis set.

The geometry in XYZ format:
```
82
Properties=species:S:1:pos:R:3:forces:R:3:lowdin_charge:R:1
C 3.5205 -4.5926 0.5553 0.09 -0.07 0.03 -0.04
C 4.1853 0.7755 0.4986 -0.13 0.19 0.01 -0.05
C 1.6004 0.8011 -2.6767 0.23 -0.08 -0.07 -0.25
H 1.4562 -1.4391 -4.6279 -0.01 0.03 -0.02 0.07
H 0.6026 -2.4886 3.1862 -0.02 0.00 0.03 0.08
H -3.8943 4.3731 0.1164 0.01 0.01 0.00 0.10
H 5.2619 0.8166 0.4291 0.09 0.01 -0.03 0.12
H 3.9266 2.9051 0.2401 0.05 0.06 0.01 0.11
H -4.7523 0.3351 -0.8157 -0.10 -0.06 0.08 0.08
N 1.0247 -3.8208 1.6415 0.15 0.22 -0.03 -0.14
H 0.3945 -4.9565 -0.0182 0.01 -0.04 -0.05 0.10
H -2.3317 4.1362 -1.9683 0.04 -0.02 -0.03 0.10
H -2.1838 -0.1803 2.8311 -0.08 -0.14 -0.01 0.07
C -4.1656 -0.5559 2.3147 -0.09 0.13 -0.11 -0.20
H 1.4125 -5.8551 1.1253 -0.04 0.01 0.01 0.08
S -2.4669 -0.3221 -2.2093 0.21 -0.22 -0.41 0.38
H -0.0288 -4.1323 3.3993 -0.04 0.04 -0.02 0.09
C 1.6633 1.7048 -3.8834 -0.01 -0.04 0.07 -0.05
P -0.5114 -0.5085 -1.5723 -0.54 0.62 -0.63 0.40
C 1.7495 -2.9135 0.9191 -0.19 0.01 0.30 -0.36
H 3.3890 -4.7877 1.6163 -0.01 -0.02 -0.01 0.10
H -0.9203 3.7766 4.0190 0.03 0.04 0.02 0.11
H -0.6746 2.1397 3.4003 -0.02 0.05 -0.02 0.04
C -0.2116 -2.3241 -3.5680 -0.08 -0.09 -0.02 -0.24
N -4.3479 -0.2150 -0.0592 -0.14 0.50 -0.02 -0.15
H 2.6965 1.8087 -4.2081 0.07 0.00 -0.03 0.09
H -4.4337 -1.1882 -0.3511 0.02 0.04 0.00 0.09
H -5.2311 1.0594 1.3499 0.02 -0.02 0.02 0.13
C -2.9079 4.7230 0.4286 0.12 0.14 -0.02 -0.02
H 2.2147 1.1733 -1.8549 -0.04 -0.03 -0.07 0.10
N -1.8976 3.7489 0.0068 -0.40 -0.43 0.36 -0.14
H 2.3638 -2.1339 -1.4357 0.06 -0.06 0.02 0.06
H 1.7843 -3.0490 -3.9582 -0.03 0.01 0.00 0.07
C -2.0776 3.2706 -1.3577 0.00 -0.12 -0.12 -0.05
H 0.7521 -2.8665 -5.3754 0.01 -0.03 -0.04 0.10
O 0.1162 -1.8103 -2.2364 0.09 0.24 0.57 -0.37
C 0.1401 -3.3308 2.6807 -0.31 0.12 -0.11 -0.06
H -1.1541 2.8314 -1.7307 -0.05 -0.06 0.03 0.08
C 1.4707 0.6624 0.8330 -0.06 0.60 -0.12 -0.44
H 2.9110 -3.7598 -1.8850 -0.01 0.03 0.02 0.10
H -2.8816 2.5275 -1.4414 0.16 0.23 0.01 0.05
C 0.6414 -5.0912 1.0357 0.05 -0.12 -0.01 -0.03
H -6.0440 -0.5026 1.2205 0.06 -0.02 -0.04 0.14
C -5.0695 -0.0123 1.2219 0.09 -0.15 0.13 -0.20
H -0.9171 5.7491 2.3715 0.00 0.06 -0.02 0.10
C 3.4415 1.9579 0.4183 0.07 -0.18 0.02 -0.08
H 1.0800 1.3047 -4.7105 -0.03 -0.04 -0.04 0.08
H 1.9202 -0.2137 -2.9206 0.02 0.08 0.03 0.09
N -0.6795 3.6908 1.9537 0.02 0.04 0.15 -0.14
H -0.8346 -3.0005 2.2614 0.36 -0.12 0.18 0.09
H 4.0743 -2.5820 -1.2624 0.01 0.01 0.03 0.10
H 4.1748 -1.3314 0.8075 0.05 -0.12 -0.12 0.11
H 4.5777 -4.3933 0.3688 -0.01 -0.02 0.02 0.10
N 2.7625 -3.4185 0.1645 -0.02 0.00 -0.15 -0.14
O 0.2293 0.7622 -2.2128 -0.13 -0.28 0.16 -0.36
Os -2.2037 0.1239 0.0343 -0.06 -0.91 0.12 0.85
H 3.2366 -5.4769 -0.0214 0.03 0.00 0.01 0.09
C 1.0267 -2.4177 -4.4217 0.00 -0.03 0.04 -0.05
H 0.7453 5.1790 2.1803 0.00 0.04 0.00 0.10
C -1.2503 3.0136 0.9479 0.27 0.25 -0.51 -0.42
H -0.6547 -3.3049 -3.3940 0.02 0.06 -0.03 0.13
C 2.0810 1.8981 0.6342 -0.02 -0.02 -0.09 -0.10
N -2.8802 0.1668 2.1757 -0.09 0.04 -0.01 -0.13
C -0.3813 3.1768 3.2839 -0.12 -0.10 0.05 -0.04
H -2.7248 5.6937 -0.0327 -0.01 -0.01 0.01 0.11
H 1.4883 2.8020 0.6433 -0.03 0.08 0.04 0.10
H -0.9642 -1.6767 -4.0174 0.02 0.01 -0.01 0.08
C 2.1714 -0.5480 0.7933 0.10 -0.11 0.11 -0.31
H -0.2846 5.3733 0.7504 -0.01 0.00 0.01 0.10
H -3.9724 -1.6176 2.1577 -0.01 0.00 0.01 0.12
N 1.3869 -1.6563 1.0109 -0.05 -0.20 0.06 0.09
C -0.2711 5.0855 1.7968 0.02 0.05 -0.03 -0.02
H -2.9072 4.8397 1.5080 0.01 0.00 0.03 0.09
H -0.2434 -5.4572 1.5504 -0.02 -0.01 -0.04 0.09
C 3.0454 -2.9395 -1.1733 0.03 0.25 0.00 -0.04
S -0.1444 0.5548 1.5216 0.41 -0.13 0.19 0.96
H 0.6878 3.2669 3.4794 0.01 -0.09 0.03 0.11
H -3.0312 1.1479 2.4120 0.06 -0.06 0.08 0.10
N -1.1209 1.6968 0.7522 -0.07 0.05 0.11 -0.42
H 1.2812 2.6948 -3.6430 0.00 0.06 0.03 0.08
H -4.6099 -0.4319 3.3045 0.04 0.06 -0.07 0.13
C 3.5728 -0.4443 0.6917 -0.11 -0.21 -0.12 -0.01
```
Positions in Å, forces in eV/Å.

Calculated values
Frontier orbital gap (alpha / beta), Eh: 0.233 / 0.237
Charge: +2
Multiplicity: 2
DFT total energy, a.u.: -2682.3080
Expectation value of S²: 0.76

Here is C22H47BBr2FN3O8S2Si2 as an isolated structure from OMol25. Energies are from ωB97M-V with the def2-TZVPD basis set.

The geometry in XYZ format:
```
88
Properties=species:S:1:pos:R:3:forces:R:3:lowdin_charge:R:1
H 2.3868 -1.8394 0.7412 0.00 -0.01 -0.02 0.03
H 4.4455 -3.1638 -0.4665 -0.01 -0.02 -0.05 0.07
H -3.9747 -3.1847 9.5513 0.00 -0.01 -0.02 0.12
C -0.2136 3.9573 -3.3080 -0.22 -0.02 0.11 -0.16
C 5.1213 -0.5106 -4.4585 0.13 0.71 0.18 -0.53
C -2.8503 -2.4815 7.1185 0.11 -0.02 0.08 -0.22
C 0.7064 -1.5628 -0.0582 -0.17 0.11 -0.11 -0.49
H -0.5479 -2.3108 -6.0611 0.05 0.05 -0.07 0.10
H 1.0095 -1.9254 -2.7453 0.08 0.05 0.06 0.08
H -5.8879 -2.0698 8.6644 -0.02 0.02 -0.05 0.10
H 3.3086 0.4643 -4.9032 0.05 -0.02 0.02 0.09
H 5.6178 0.0921 -1.4469 -0.03 -0.02 0.00 0.09
H -3.7161 -1.6159 10.3029 0.00 -0.01 0.01 0.11
C -0.4661 1.6155 -2.4066 0.28 0.25 -0.13 -0.75
H 5.8375 2.7166 -2.3368 -0.02 -0.05 0.17 0.08
H -0.9272 -1.8395 -1.4547 0.00 0.05 0.03 0.03
H 2.0767 -1.0784 -3.8044 0.05 0.10 0.15 0.06
H -3.6349 0.1355 4.1940 0.05 0.00 -0.04 0.07
O -3.0183 -0.9563 1.8382 0.06 0.01 -0.01 -0.33
N 1.1324 -3.1891 -5.0736 0.02 0.01 0.04 -0.01
H -1.1411 4.3026 -2.8456 0.00 -0.01 -0.03 0.08
H 0.2448 0.4968 0.1662 -0.01 -0.01 -0.06 0.08
B 4.3417 4.0205 -3.2831 0.25 0.23 0.07 -0.72
C -3.7920 -2.1286 9.3454 0.00 0.00 -0.03 -0.21
Br -1.7890 2.3229 -4.9740 0.01 -0.08 -0.19 0.67
H -4.9720 1.5441 0.6468 0.07 0.01 0.00 0.10
H -1.6808 -2.5448 8.9463 0.00 0.00 0.01 0.12
H -2.4814 1.4645 3.8770 0.04 -0.04 -0.06 0.11
Br -2.1434 0.7254 -2.0699 -0.21 -0.14 -0.14 0.74
C -4.6096 1.9624 3.5705 -0.01 0.03 -0.08 -0.21
H -2.9586 -3.5653 7.0893 -0.02 0.00 -0.01 0.11
C 4.2362 0.6801 -4.3717 -0.12 -0.12 -0.09 -0.09
S -4.4651 -1.7844 6.7883 0.00 -0.07 0.00 0.67
O 4.8799 -1.6075 -4.8029 -0.02 -0.53 -0.11 0.16
H 4.4758 3.1851 -1.2955 0.17 0.00 0.02 0.09
H -0.0229 -0.0436 -4.9295 -0.26 0.00 0.07 0.06
H 1.9681 0.1320 0.0868 -0.03 0.09 -0.08 0.07
H 0.5635 2.1996 -4.2172 -0.14 -0.08 -0.18 0.06
C 1.0929 -1.0041 -3.3261 -0.07 -0.02 -0.39 -0.22
C -4.9428 -1.5561 8.5094 0.03 -0.04 0.16 -0.22
H -5.4176 -0.1347 1.0410 0.05 -0.01 -0.03 0.10
H -2.1660 -2.1535 6.3395 -0.05 0.01 -0.05 0.11
H 0.5914 4.0714 -2.5812 0.11 0.01 -0.11 0.08
C -0.6352 -2.1193 -0.4413 -0.01 -0.12 -0.02 -0.06
C 4.5203 0.0008 -1.3532 0.21 -0.19 -0.11 -0.28
H 4.7234 1.5232 -4.8665 0.04 -0.02 0.04 0.10
H 4.2834 0.3743 -0.3457 0.02 0.01 -0.02 0.09
H -2.2104 -0.9312 8.4727 0.01 0.00 -0.01 0.12
H 5.4361 -2.9443 -1.9242 0.01 0.02 0.02 0.08
H 3.0683 4.6678 -4.5871 -0.09 0.28 0.22 0.12
H -4.3208 2.9184 3.1270 0.01 0.00 0.01 0.12
S -3.2811 0.4613 1.8863 -0.10 -0.05 -0.01 0.65
N 1.5168 -2.3320 0.5363 0.33 -0.23 0.07 0.13
H 1.4316 -3.7863 -5.8327 -0.03 0.00 0.00 0.07
H -5.0726 -0.4868 8.6645 0.02 0.01 -0.06 0.10
H 0.5555 -3.7466 -4.4542 0.00 -0.02 -0.04 0.07
C -2.5075 -1.9811 8.5173 -0.05 0.03 0.00 -0.22
F 6.3926 -0.1938 -4.0280 -0.22 -0.05 -0.09 0.06
O -5.3156 -2.7572 6.1574 -0.03 0.03 -0.04 -0.31
C 0.9970 -0.1110 -0.3565 -0.08 0.07 0.20 -0.15
H -6.1017 0.4369 3.2518 0.03 -0.01 0.01 0.12
C -0.3427 2.4891 -3.6867 0.19 0.23 0.40 -0.82
O 3.0795 4.1043 -3.8050 0.04 -0.29 -0.13 0.16
C 4.7531 2.8549 -2.3060 -0.40 0.03 -0.14 -0.10
H -0.9294 -1.2871 -4.0496 -0.02 0.23 0.04 0.08
H 3.7046 -1.5642 -2.4347 0.03 -0.06 -0.02 0.06
C 0.0486 -1.0252 -4.4577 0.32 -0.33 -0.03 -0.24
C -5.6815 1.2837 2.7063 0.02 -0.01 0.00 -0.21
C -4.9926 0.7875 1.4291 -0.16 0.02 0.06 -0.21
H -0.0097 4.5769 -4.1800 0.04 -0.01 0.02 0.07
Si 3.8595 1.2418 -2.5806 0.32 0.57 0.12 0.50
C -3.4229 1.0076 3.5799 -0.02 0.10 0.06 -0.24
N 4.0658 -1.3693 -1.5142 -0.21 0.13 0.00 -0.14
H -6.4993 1.9624 2.4678 -0.01 -0.01 0.00 0.11
O 2.2524 1.5295 -2.3995 0.10 -0.59 -0.07 -0.23
H 6.1244 4.7068 -3.7583 0.17 0.16 0.40 0.10
Si 1.0032 0.4479 -2.1570 -0.34 -0.05 0.31 0.47
C 4.9700 -2.4271 -1.0800 0.01 0.01 0.10 -0.11
H 0.9952 -1.5357 -6.3382 0.18 -0.08 0.11 0.11
H -0.3870 2.3085 -1.5647 -0.07 -0.05 0.01 0.06
C 0.3956 -2.0324 -5.5710 -0.28 0.03 -0.08 -0.29
H -0.5896 -3.2049 -0.3700 -0.04 0.02 0.05 0.08
H -4.9648 2.1505 4.5824 0.00 -0.02 0.01 0.11
H 5.7685 -1.9985 -0.4710 -0.02 -0.01 -0.01 0.08
O -4.2895 -0.4834 6.1824 -0.07 0.00 0.08 -0.33
O -2.4286 1.3664 1.1546 0.13 0.08 0.13 -0.37
O 5.2283 5.0273 -3.6350 -0.20 -0.34 -0.62 0.15
H -1.4086 -1.7487 0.2363 0.03 0.04 -0.06 0.06
```
Positions in Å, forces in eV/Å.

Calculated values
Frontier orbital gap, Eh: 0.322
DFT total energy, a.u.: -8281.0241

Here is a 7-piece molecular cluster, C22H47Br12ClNOP overall in a non-equilibrium geometry from OMol25. Energies are from ωB97M-V with the def2-TZVPD basis set.

The geometry in XYZ format:
```
85
Properties=species:S:1:pos:R:3:forces:R:3:lowdin_charge:R:1
H -4.7753 -4.5234 -0.7381 -0.07 0.07 -0.08 0.11
C -2.7130 -1.3345 0.2799 0.37 0.23 0.54 -0.36
Br -0.4194 4.4074 -1.6875 -0.05 0.08 -0.06 0.65
H -2.5000 -1.1249 1.3360 0.02 -0.17 -0.06 0.08
Br 8.7548 -2.1246 1.6462 0.06 -0.01 -0.01 0.65
H 9.7829 -1.7977 3.8885 -0.04 -0.02 0.02 0.04
H 1.2054 2.1337 3.4457 -0.01 -0.02 -0.02 0.05
H 0.5476 0.1442 -3.2921 -0.16 -0.18 -0.05 0.07
H 0.6563 8.0202 -2.3755 0.01 -0.03 -0.02 0.06
C -6.3637 -3.5389 0.3849 0.33 -0.03 0.15 -0.11
H 5.1556 -0.8774 4.7698 0.00 -0.02 -0.04 0.06
H -1.0676 0.9596 3.0488 -0.03 0.05 0.02 0.04
H 0.9597 5.7697 -3.2175 0.01 0.03 0.02 0.05
H -0.6950 -0.0457 4.4658 -0.01 0.01 0.00 0.05
H -0.7631 6.1310 -3.4458 -0.01 0.04 0.02 0.05
H -2.2661 -2.9707 -6.4229 0.02 -0.01 0.04 0.05
C 4.8763 2.9331 -0.7583 0.09 0.26 -0.20 -0.71
H 0.7888 6.9844 -0.9392 0.02 -0.03 -0.02 0.05
H 5.0874 0.8925 4.7704 -0.11 0.12 0.03 0.03
H -3.4487 1.0109 1.7437 0.09 0.10 -0.10 0.07
H 0.6260 0.9998 -1.1528 -0.03 -0.04 -0.21 0.07
H -0.9865 0.9973 -3.2942 -0.16 -0.29 -0.03 0.07
C -5.4147 0.8979 0.8365 0.12 0.36 -0.08 -0.26
C 9.9032 -2.5837 3.1488 0.05 0.02 -0.14 -0.68
Br 1.7462 1.0714 5.6310 0.13 -0.01 -0.02 0.62
C 0.5762 1.6831 4.2075 0.08 0.03 0.11 -0.69
C -4.5230 -2.3841 -0.9237 -0.33 -0.75 -0.31 -0.29
H -1.6719 2.0554 -1.2924 0.01 -0.02 0.22 -0.01
C -2.3315 -4.0075 -6.7381 -0.07 -0.07 -0.16 -0.70
H -5.8473 -3.1783 1.2791 0.03 -0.07 -0.12 0.07
C -0.2703 0.5632 3.6741 -0.12 -0.12 -0.28 -0.68
Br -4.1121 -4.2589 -7.4798 0.01 0.05 0.04 0.60
H 5.6188 0.9525 -0.4494 0.01 0.06 0.03 0.04
Br 7.9545 -3.9383 4.7564 -0.02 -0.03 -0.08 0.60
H -1.8036 -1.7913 -0.1360 -0.20 0.06 -0.18 0.08
C -0.4417 0.1704 -2.8314 0.65 0.55 0.19 -0.58
H -6.0283 -3.6821 -1.7123 0.37 -0.20 -0.07 0.11
Cl -1.2371 -1.3809 -3.2095 -0.12 0.06 -0.07 0.54
C 0.1972 7.2039 -1.8223 -0.12 0.15 -0.03 -0.70
C -5.4021 -3.6303 -0.8130 -0.34 0.44 0.38 -0.23
H 10.3661 -4.2817 4.3699 0.03 0.04 -0.02 0.06
C -1.4439 1.1733 -0.6848 -0.02 -0.50 0.47 -0.40
C 0.0247 6.0014 -2.7108 0.14 -0.16 0.05 -0.69
H -3.8588 -2.4900 -1.7921 0.05 0.20 0.13 0.07
H 5.7836 3.2301 -1.2797 0.02 -0.05 0.02 0.06
P -3.0703 0.2811 -0.5654 -0.46 0.16 -0.94 0.99
H -0.1237 -0.5482 -0.8296 0.08 0.15 -0.05 0.07
H 4.4363 1.0669 -1.7708 -0.01 0.04 -0.01 0.05
H -1.6457 -4.1824 -7.5643 0.02 -0.02 0.03 0.06
H -6.4654 2.7096 0.3951 0.08 0.03 -0.20 0.11
H -5.7871 1.0744 1.8533 0.05 -0.15 -0.09 0.11
Br 0.7149 -0.6514 2.5072 -0.01 0.08 0.13 0.60
H 4.8928 3.3186 0.2555 0.02 -0.02 0.01 0.02
C 5.6735 0.0331 4.4770 0.12 -0.21 0.19 -0.69
H -8.0501 0.9422 0.2717 -0.04 -0.16 -0.16 0.06
H 5.0778 -0.2299 2.4382 -0.05 0.03 0.04 0.01
H -7.3146 0.3370 -1.0761 -0.19 -0.06 0.11 0.05
H -5.1848 -1.5255 -1.1036 0.25 0.10 0.08 0.09
Br -2.9722 -4.4462 -3.9823 -0.07 -0.10 0.01 0.62
H 9.4429 -4.6870 2.9091 0.01 0.02 -0.02 0.05
H -2.3652 -5.9817 -5.8402 -0.01 0.01 -0.04 0.05
C -0.2808 0.4124 -1.3330 -0.25 -0.09 0.17 -0.34
N -7.5114 1.1834 -0.5533 0.38 0.31 0.01 -0.01
O -3.7899 -2.2589 0.2831 -0.07 0.33 -0.09 -0.20
H 10.9160 -2.5604 2.7524 0.00 -0.03 0.01 0.06
C -6.2363 1.7744 -0.1277 -0.20 -0.22 0.25 -0.30
Br 3.4288 3.8629 -1.6804 0.00 -0.11 0.09 0.60
H -0.0528 2.4468 4.6595 -0.03 -0.02 -0.03 0.06
H -1.1291 1.4987 0.3156 -0.01 0.09 -0.11 0.07
C 4.7089 1.4418 -0.7889 -0.06 -0.08 0.07 -0.69
C -2.0526 -4.9677 -5.6128 0.07 0.10 0.16 -0.69
C 5.9721 0.0102 3.0093 -0.05 0.02 -0.18 -0.69
H -6.7701 -4.5240 0.6319 -0.17 0.19 -0.12 0.07
C 9.5818 -3.9497 3.6932 -0.05 -0.01 0.20 -0.70
H -5.6435 2.0319 -1.0117 -0.11 -0.13 0.03 0.10
C -3.9128 1.2332 0.7730 0.09 -0.22 0.35 -0.38
H -0.9933 -4.9594 -5.3646 0.00 0.03 -0.02 0.06
Br -1.5112 7.8923 -1.1983 0.04 -0.04 0.04 0.61
H 6.7668 -0.6843 2.7554 -0.04 0.04 0.05 -0.04
Br 7.3003 0.0730 5.5488 -0.01 0.08 -0.01 0.60
Br 3.3126 0.8861 0.4394 -0.16 -0.12 -0.04 0.63
H -5.5746 -0.1628 0.6169 0.00 0.07 0.01 0.08
Br 6.5384 1.7590 2.3678 0.13 0.00 0.01 0.64
H -3.7673 2.3014 0.5720 -0.02 -0.07 0.04 0.08
H -7.1753 -2.8322 0.1781 0.01 -0.20 0.01 0.07
```
Positions in Å, forces in eV/Å.

Calculated values
Frontier orbital gap, Eh: 0.306
DFT total energy, a.u.: -32686.1566

> Which of these has the highest DFT total energy?

C22H46N8O2OsPS2